Entry from the OMol25 dataset: a 2-piece molecular cluster, C3H3FO2 overall in a non-equilibrium geometry (ωB97M-V/def2-TZVPD).

Calculated values
HOMO level, eV: -9.66
Relative energy (zero: lowest compared OMol25 entry of this formula, charge and spin), kcal/mol: 35.6
Max |F|, eV/Å: 4.73
HOMO-LUMO gap, hartree: 0.35562
Energy, eV: -9970.01619

Each line ends with the natural charge from an NBO analysis.
Cartesian coordinates (Å):
C 0.0695 0.7872 -0.1038  0.652
C -1.5295 -0.6076 0.1266  0.677
C 1.2888 0.0501 -0.1368  -0.784
O -0.3342 1.9016 -0.0310  -0.434
O -1.7007 -1.7743 0.1004  -0.556
F -2.6820 0.2160 0.1109  -0.392
H 1.4994 -0.2499 0.9779  0.293
H 2.1733 0.6366 -0.5082  0.262
H 1.2154 -0.9597 -0.5360  0.283



Entry from the OMol25 dataset: C3H3FO2Sc as an isolated structure in a non-equilibrium geometry (ωB97M-V/def2-TZVPD).

Calculated values
HOMO level (alpha / beta), eV: -17.49 / -17.49
Relative energy (zero: lowest compared OMol25 entry of this formula, charge and spin), kcal/mol: 101.9
⟨S²⟩: 0.751
Max |F|, eV/Å: 6.28
Multiplicity: 2
HOMO-LUMO gap (alpha / beta), hartree: 0.20831 / 0.21490
Charge: +2
Energy, eV: -30644.00546

Each line ends with the natural charge from an NBO analysis.
Cartesian coordinates (Å):
H -0.0925 -1.6998 -0.1849  0.392
H -1.6649 -1.3808 -1.4969  0.258
O -2.4913 -0.1513 -0.0350  -0.418
O -0.6445 0.6281 0.7694  -0.529
C -1.6046 -1.2310 -0.4155  -0.131
C -0.0642 -0.4217 0.0681  0.083
C -1.9551 0.8559 0.5860  0.606
H -1.9173 -2.1104 0.1547  0.256
F 0.0948 -0.2615 -1.2998  -0.452
Sc 2.1544 1.1366 -1.0418  1.936



Entry from the OMol25 dataset: C3H3FO2V as an isolated structure in a non-equilibrium geometry (ωB97M-V/def2-TZVPD).

Calculated values
HOMO level (alpha / beta), eV: -11.65 / -14.14
Relative energy (zero: lowest compared OMol25 entry of this formula, charge and spin), kcal/mol: 20.9
⟨S²⟩: 6.133
Max |F|, eV/Å: 3.06
Multiplicity: 5
HOMO-LUMO gap (alpha / beta), hartree: 0.19402 / 0.30264
Charge: +1
Energy, eV: -35646.71575

Each line ends with the natural charge from an NBO analysis.
Cartesian coordinates (Å):
H 0.4629 0.2425 2.0903  0.206
F -1.2739 -0.1434 -1.4484  -0.397
O -0.6567 -0.6871 0.6764  -0.480
O 1.0078 0.8263 0.2767  -0.435
C -0.2931 -0.8212 -0.6399  0.346
C 1.0166 -0.1420 -0.6695  0.112
C -0.0933 0.5408 1.1432  -0.101
H -0.3416 -1.8662 -0.9623  0.213
H 1.6550 0.0160 -1.5338  0.219
V -1.4838 2.0342 1.0673  1.318



Entry from the OMol25 dataset: a single C3H3FO3S molecule in a non-equilibrium geometry (ωB97M-V/def2-TZVPD).

Calculated values
HOMO level, eV: -9.11
Relative energy (zero: lowest compared OMol25 entry of this formula, charge and spin), kcal/mol: 0.0
Max |F|, eV/Å: 2.06
SMILES: O=C(O)[C@@H](F)C(O)=S
HOMO-LUMO gap, hartree: 0.33434
Energy, eV: -22854.37567

Each line ends with the natural charge from an NBO analysis.
Cartesian coordinates (Å):
C 0.1828 0.7816 0.6564  0.766
C -0.6947 -0.3207 0.1176  0.015
C -0.0273 -1.0093 -1.0605  0.180
H 0.2851 2.6446 1.0315  0.510
H -0.7407 -1.1407 0.8202  0.216
H 1.5128 -0.9780 0.0125  0.501
O -0.4186 1.9629 0.9015  -0.646
O 1.3198 0.5444 1.0082  -0.602
O 1.2614 -1.3040 -0.8528  -0.639
F -1.8818 0.1644 -0.1812  -0.294
S -0.7989 -1.3452 -2.4535  -0.005



Entry from the OMol25 dataset: a single C3H3FO3S molecule in a non-equilibrium geometry (ωB97M-V/def2-TZVPD).

Calculated values
HOMO level, eV: -11.11
Relative energy (zero: lowest compared OMol25 entry of this formula, charge and spin), kcal/mol: 104.0
Max |F|, eV/Å: 4.29
HOMO-LUMO gap, hartree: 0.38600
Energy, eV: -22849.86478

Each line ends with the natural charge from an NBO analysis.
Cartesian coordinates (Å):
C 0.6383 -0.0888 -0.1596  -0.239
C 1.1230 0.3830 -1.1829  0.537
C 0.6022 -0.9256 1.0042  -0.657
O -1.3614 1.6940 -1.4188  -0.858
O -1.7687 -0.6077 -0.5593  -0.879
O -1.0497 1.1267 0.9830  -0.892
F 1.2541 1.1201 -2.2071  -0.216
S -1.2904 0.7271 -0.3837  2.455
H 0.3759 -0.2642 1.7369  0.260
H 1.5306 -1.4945 1.2310  0.239
H -0.0538 -1.6702 0.9564  0.249



Entry from the OMol25 dataset: a single C3H3FOS molecule in a non-equilibrium geometry (ωB97M-V/def2-TZVPD).

Calculated values
HOMO level, eV: -9.03
Relative energy (zero: lowest compared OMol25 entry of this formula, charge and spin), kcal/mol: 32.2
Max |F|, eV/Å: 3.76
SMILES: OC(=S)/C=C/F
HOMO-LUMO gap, hartree: 0.31042
Energy, eV: -18757.64543

Each line ends with the natural charge from an NBO analysis.
Cartesian coordinates (Å):
C 0.8628 0.0128 -0.0728  0.224
C -0.6207 0.4306 0.1986  -0.406
C -1.4987 -0.6453 0.1358  0.337
H 2.5931 1.1098 -0.1288  0.511
H -0.7916 1.5065 -0.1287  0.267
H -1.2016 -1.7586 0.0981  0.210
O 1.5925 1.1902 -0.0022  -0.699
F -2.8119 -0.5229 -0.1052  -0.312
S 1.8760 -1.3230 0.0052  -0.130



Entry from the OMol25 dataset: a single C3H3FOS molecule in a non-equilibrium geometry (ωB97M-V/def2-TZVPD).

Calculated values
HOMO level, eV: -8.75
Relative energy (zero: lowest compared OMol25 entry of this formula, charge and spin), kcal/mol: 41.7
Max |F|, eV/Å: 8.74
SMILES: C=C(F)C(O)=S
HOMO-LUMO gap, hartree: 0.30051
Energy, eV: -18757.23361

Each line ends with the natural charge from an NBO analysis.
Cartesian coordinates (Å):
C -0.3993 0.2482 -0.9079  0.172
C 0.4195 -0.4427 0.2297  0.303
C -0.2795 -0.2494 1.4932  -0.400
H 1.2315 0.1987 -1.8644  0.492
H 0.2666 -0.6704 2.3473  0.203
H -1.1440 0.3901 1.5981  0.263
O 0.3085 0.5943 -1.9749  -0.628
F 1.6018 -0.7030 -0.2252  -0.301
S -2.0052 0.6343 -0.6960  -0.104



Entry from the OMol25 dataset: a single C3H3FOS molecule in a non-equilibrium geometry (ωB97M-V/def2-TZVPD).

Calculated values
HOMO level, eV: -9.47
Relative energy (zero: lowest compared OMol25 entry of this formula, charge and spin), kcal/mol: 72.4
Max |F|, eV/Å: 6.75
SMILES: F[C@@H]1COC1=S
HOMO-LUMO gap, hartree: 0.33749
Energy, eV: -18755.90258

Each line ends with the natural charge from an NBO analysis.
Cartesian coordinates (Å):
C -0.2772 0.5482 0.5168  0.059
C 0.0219 -0.9311 0.3570  -0.104
C 0.0011 0.5664 -1.0592  0.071
H -1.1526 1.0151 1.0756  0.244
H -1.0108 -1.5917 0.3454  0.205
H 0.8488 -1.2816 1.0619  0.251
O 0.4105 -0.8568 -1.2670  -0.506
F 1.1490 0.8225 1.0389  -0.395
S 0.0095 1.7091 -2.0694  0.174



Entry from the OMol25 dataset: a 2-piece molecular cluster, C3H3FP2 overall in a non-equilibrium geometry (ωB97M-V/def2-TZVPD).

Calculated values
HOMO level, eV: -8.96
Relative energy (zero: lowest compared OMol25 entry of this formula, charge and spin), kcal/mol: 64.2
Max |F|, eV/Å: 3.62
HOMO-LUMO gap, hartree: 0.29953
Energy, eV: -24449.70598

Each line ends with the natural charge from an NBO analysis.
Cartesian coordinates (Å):
C 3.2291 -1.5778 -0.0063  -0.413
C 2.2277 -1.1790 0.5086  0.414
C -2.1250 1.4566 -0.3276  -0.955
F 1.1328 -0.8618 1.0875  -0.258
P -2.8996 0.1980 0.8888  0.230
P -1.9228 -0.2780 -0.8097  0.312
H 4.1296 -1.8084 -0.5982  0.256
H -2.5735 2.2396 -0.7776  0.213
H -1.1983 1.8108 0.0345  0.200



Entry from the OMol25 dataset: C3H3GdLiO4 as an isolated structure in a non-equilibrium geometry (ωB97M-V/def2-TZVPD).

Calculated values
HOMO level (alpha / beta), eV: -11.60 / -12.28
Relative energy (zero: lowest compared OMol25 entry of this formula, charge and spin), kcal/mol: 19.7
⟨S²⟩: 16.819
Max |F|, eV/Å: 3.85
Multiplicity: 8
HOMO-LUMO gap (alpha / beta), hartree: 0.27510 / 0.26711
Charge: +1
Energy, eV: -32380.08256

Each line ends with the Mulliken charge.
Cartesian coordinates (Å):
O -2.9199 -1.1005 0.2461  -0.319
O 0.2521 -0.8869 -0.4922  -0.266
C 1.4978 -0.6558 -0.1297  1.370
C -0.7018 0.2027 -0.6102  -0.841
O 2.3125 -1.5872 -0.0850  -0.793
O 1.8655 0.5427 0.1996  -0.991
C -1.7736 0.1633 0.3763  -0.277
H -1.0340 0.2589 -1.6563  0.346
H -2.4107 1.0703 0.2502  0.348
H -1.3976 0.0306 1.4171  0.253
Li 3.6992 -0.2855 0.4221  0.875
Gd 0.6106 2.2474 0.0620  1.295



Entry from the OMol25 dataset: C3H3HgLiO4 as an isolated structure in a non-equilibrium geometry (ωB97M-V/def2-TZVPD).

Calculated values
HOMO level (alpha / beta), eV: -7.86 / -7.85
⟨S²⟩: 2.004
Max |F|, eV/Å: 1.62
Multiplicity: 3
HOMO-LUMO gap (alpha / beta), hartree: 0.27545 / 0.13786
Energy, eV: -15726.65533

Each line ends with the natural charge from an NBO analysis.
Cartesian coordinates (Å):
H 0.5995 -2.0047 3.1867  0.152
O 0.2170 -1.8731 1.1276  -0.991
O 0.4801 0.7530 1.7646  -0.648
C -0.0209 -1.4914 2.4042  -0.146
C 0.2073 -0.0328 2.6686  0.427
H -1.0673 -1.6681 2.7711  0.159
H -0.0104 0.3489 3.6901  0.110
O -0.8365 1.9976 -2.6156  -0.737
C -0.1553 1.4855 -1.7338  0.743
O 0.2130 0.2977 -1.5888  -0.893
Hg -0.7246 -0.1287 -3.6128  0.905
Li 0.7259 -0.4478 0.1053  0.918



Entry from the OMol25 dataset: C3H3HgO as an isolated structure in a non-equilibrium geometry (ωB97M-V/def2-TZVPD).

Calculated values
HOMO level (alpha / beta), eV: -8.09 / -7.90
Relative energy (zero: lowest compared OMol25 entry of this formula, charge and spin), kcal/mol: 1.7
⟨S²⟩: 0.759
Max |F|, eV/Å: 5.79
Multiplicity: 2
HOMO-LUMO gap (alpha / beta), hartree: 0.27851 / 0.22224
Energy, eV: -9375.36874

Each line ends with the natural charge from an NBO analysis.
Cartesian coordinates (Å):
C -0.0774 1.7006 -0.1309  -0.255
C -1.1434 2.2035 0.2095  -0.228
H 0.9630 1.6920 -0.4188  0.245
H -2.1475 2.1197 0.5997  0.239
C 0.3376 -1.4187 0.0668  0.300
O 0.3416 -2.3593 -0.7641  -0.579
Hg 2.4080 -2.6580 -0.0959  0.100
H -0.6820 -1.2797 0.5338  0.178



Entry from the OMol25 dataset: a 2-piece molecular cluster, C3H3I2N overall (ωB97M-V/def2-TZVPD).

Calculated values
HOMO level (alpha / beta), eV: -10.08 / -9.23
Relative energy (zero: lowest compared OMol25 entry of this formula, charge and spin), kcal/mol: 33.2
Max |F|, eV/Å: 0.95
HOMO-LUMO gap (alpha / beta), hartree: 0.28837 / 0.21446
Energy, eV: -20848.63455

Each line ends with the natural charge from an NBO analysis.
Cartesian coordinates (Å):
C 1.0677 0.2416 1.1091  0.183
C -0.4997 0.3069 -0.7752  -0.511
C 0.5275 -0.3648 -0.0053  -0.204
N 1.5237 0.7947 2.0147  -0.236
I 0.5845 1.6340 -2.1980  0.073
I -1.9901 -1.9745 1.8342  -0.045
H -1.0819 -0.3512 -1.4082  0.247
H -1.1203 0.9776 -0.1912  0.249
H 0.9886 -1.2644 -0.3802  0.246



Entry from the OMol25 dataset: C3H3I3O as an isolated structure in a non-equilibrium geometry (ωB97M-V/def2-TZVPD).

Calculated values
HOMO level, eV: -9.05
Relative energy (zero: lowest compared OMol25 entry of this formula, charge and spin), kcal/mol: 34.6
Max |F|, eV/Å: 3.67
HOMO-LUMO gap, hartree: 0.31542
Energy, eV: -29506.38499

Each line ends with the natural charge from an NBO analysis.
Cartesian coordinates (Å):
C 0.2119 0.4764 -1.6900  0.511
C 0.3236 0.0774 1.3140  -0.640
C -0.5474 -0.1457 0.1540  -0.447
O -0.0703 1.5814 -1.9400  -0.469
I 2.3101 -0.1923 0.4770  0.108
I -2.5213 0.6857 0.2090  0.195
I -0.8101 -2.4250 -0.0619  0.062
H 0.5758 -0.3405 -2.3372  0.179
H 0.1994 -0.7289 2.0430  0.250
H 0.3282 1.0115 1.8320  0.251



Entry from the OMol25 dataset: a single C3H3IN2O molecule in a non-equilibrium geometry (ωB97M-V/def2-TZVPD).

Calculated values
HOMO level, eV: -10.01
Relative energy (zero: lowest compared OMol25 entry of this formula, charge and spin), kcal/mol: 42.2
Max |F|, eV/Å: 8.12
SMILES: [H]/N=C/[C@@](O)(I)C#N
HOMO-LUMO gap, hartree: 0.32411
Energy, eV: -16285.16651

Each line ends with the natural charge from an NBO analysis.
Cartesian coordinates (Å):
C -0.8737 1.8139 0.1987  0.205
C 0.5604 -0.4741 0.5270  0.041
C -0.3983 0.1944 -0.2960  0.236
N -1.4294 2.7791 0.2998  -0.326
N 1.4336 -1.2152 -0.0064  -0.627
O -0.0961 0.1907 -1.5484  -0.662
I -2.3810 -0.8634 0.3327  0.058
H 0.4760 -0.3327 1.5722  0.194
H 1.9390 -1.7995 0.5082  0.365
H 0.7696 -0.2932 -1.5877  0.516



Entry from the OMol25 dataset: a single C3H3IN2O molecule in a non-equilibrium geometry (ωB97M-V/def2-TZVPD).

Calculated values
HOMO level, eV: -10.24
Relative energy (zero: lowest compared OMol25 entry of this formula, charge and spin), kcal/mol: 35.0
Max |F|, eV/Å: 5.41
SMILES: [H]/N=C/[C@@](O)(I)C#N
HOMO-LUMO gap, hartree: 0.36059
Energy, eV: -16285.47926

Each line ends with the natural charge from an NBO analysis.
Cartesian coordinates (Å):
C -0.7002 -1.7540 -0.1222  0.175
C 0.4694 0.4606 -0.5818  0.052
C -0.6149 0.0625 0.3500  0.181
N -0.8009 -2.8660 -0.3285  -0.367
N 1.5109 0.9174 -0.0475  -0.634
O -0.3738 0.2523 1.6427  -0.680
I -2.5539 0.7740 -0.3057  0.176
H 0.2878 0.2883 -1.6454  0.203
H 2.2792 1.1584 -0.6626  0.375
H 0.4965 0.7066 1.7012  0.519



Entry from the OMol25 dataset: a 2-piece molecular cluster, C3H3IN2O2 overall in a non-equilibrium geometry (ωB97M-V/def2-TZVPD).

Calculated values
HOMO level (alpha / beta), eV: -7.86 / -8.00
Relative energy (zero: lowest compared OMol25 entry of this formula, charge and spin), kcal/mol: 97.3
Max |F|, eV/Å: 4.09
HOMO-LUMO gap (alpha / beta), hartree: 0.27994 / 0.28573
Energy, eV: -18330.29754

Each line ends with the natural charge from an NBO analysis.
Cartesian coordinates (Å):
C 1.9147 -1.7788 0.9536  0.523
C 0.1145 -0.1049 -1.2768  0.679
C -1.4718 0.4405 0.3056  -0.424
N 0.6334 1.4346 0.3050  -0.517
N -0.0925 0.4082 -0.1041  -0.255
O 0.4904 -1.0720 -1.8332  -0.443
O 0.8855 -2.2172 0.7242  -0.527
I 2.6021 1.3952 -0.2803  0.245
H -1.3516 1.3142 1.0109  0.263
H -2.0609 0.7598 -0.5037  0.224
H -1.6639 -0.5795 0.6988  0.232



Entry from the OMol25 dataset: a 2-piece molecular cluster, C3H3IO2 overall in a non-equilibrium geometry (ωB97M-V/def2-TZVPD).

Calculated values
HOMO level (alpha / beta), eV: -9.16 / -9.16
Relative energy (zero: lowest compared OMol25 entry of this formula, charge and spin), kcal/mol: 174.7
Max |F|, eV/Å: 6.12
HOMO-LUMO gap (alpha / beta), hartree: 0.32490 / 0.32476
Energy, eV: -15346.96119

Each line ends with the natural charge from an NBO analysis.
Cartesian coordinates (Å):
C 0.8549 -0.0961 1.5893  -0.229
C -0.1294 0.6549 1.5963  -0.219
C 0.0034 0.0143 -1.2536  0.050
O -1.9974 -0.8106 -0.7563  -0.416
O -0.8380 -0.9287 -1.2374  -0.092
I 1.8788 -0.5550 -1.9475  0.211
H 1.2754 -0.9443 1.2650  0.214
H -0.2991 1.1235 -1.0343  0.232
H -0.7486 1.5421 1.7787  0.247



Entry from the OMol25 dataset: a single C3H3IO2 molecule in a non-equilibrium geometry (ωB97M-V/def2-TZVPD).

Calculated values
HOMO level (alpha / beta), eV: -7.66 / -9.65
Relative energy (zero: lowest compared OMol25 entry of this formula, charge and spin), kcal/mol: 167.2
Max |F|, eV/Å: 4.10
HOMO-LUMO gap (alpha / beta), hartree: 0.24412 / 0.35021
Energy, eV: -15347.28628

Each line ends with the natural charge from an NBO analysis.
Cartesian coordinates (Å):
C -0.0471 0.8615 0.8724  -0.380
C 0.2235 2.0871 1.0544  -0.150
C 0.4920 0.1735 -0.5248  -0.107
O 1.4332 1.8326 -1.6271  -0.209
O 1.6337 0.6498 -1.0338  -0.147
I 0.8009 4.0232 1.0091  0.326
H -0.4111 0.3163 1.7045  0.241
H 0.6449 -0.8016 -0.0824  0.210
H -0.3344 0.3877 -1.2768  0.214



Entry from the OMol25 dataset: a single C3H3IS molecule in a non-equilibrium geometry (ωB97M-V/def2-TZVPD).

Calculated values
HOMO level (alpha / beta), eV: -8.54 / -8.13
Relative energy (zero: lowest compared OMol25 entry of this formula, charge and spin), kcal/mol: 60.7
Max |F|, eV/Å: 2.76
HOMO-LUMO gap (alpha / beta), hartree: 0.26061 / 0.24733
Energy, eV: -22090.31850

Each line ends with the natural charge from an NBO analysis.
Cartesian coordinates (Å):
C -0.0669 -2.1379 1.3855  -0.148
C 0.3307 -1.1884 0.7894  -0.128
C 0.9467 -0.1262 0.1914  -0.464
S -1.3177 1.2333 -2.8629  -0.418
I 0.8947 0.1518 -1.8760  0.553
H -0.2687 -3.1299 1.6279  0.232
H 0.9234 0.8511 0.8018  0.245
H -1.1640 2.5097 -3.2443  0.129